# 1
{
  "formula": "C35H43ClCrP2Si2",
  "method": "ωB97M-V/def2-TZVPD",
  "symbols": ["C", "C", "C", "H", "C", "C", "H", "H", "H", "H", "Cr", "Si", "C", "C", "H", "C", "H", "C", "H", "C", "H", "C", "H", "C", "C", "H", "C", "H", "C", "H", "C", "H", "C", "H", "H", "Si", "C", "C", "H", "C", "H", "C", "H", "C", "H", "C", "H", "C", "C", "H", "C", "H", "C", "H", "C", "H", "C", "H", "H", "Cl", "C", "P", "C", "C", "C", "P", "C", "C", "H", "H", "H", "H", "H", "H", "H", "H", "H", "H", "H", "H", "H", "H", "H", "H"],
  "positions_angstrom": [[-1.442, -0.606, 1.308], [-2.027, 0.040, 0.164], [-1.683, -0.732, -0.998], [-2.683, 0.911, 0.184], [-0.883, -1.842, -0.574], [-0.739, -1.771, 0.850], [-0.272, -2.529, 1.479], [-1.590, -0.325, 2.350], [-2.043, -0.552, -2.008], [-0.503, -2.638, -1.211], [0.127, 0.021, -0.051], [-0.133, 0.050, -7.048], [0.240, 1.634, -7.963], [1.489, 1.865, -8.565], [2.220, 1.055, -8.641], [1.814, 3.143, -9.033], [2.801, 3.325, -9.464], [0.885, 4.184, -8.950], [1.146, 5.185, -9.303], [-0.386, 3.936, -8.417], [-1.124, 4.739, -8.369], [-0.715, 2.664, -7.941], [-1.705, 2.469, -7.521], [0.527, -1.380, -8.059], [-0.093, -1.653, -9.290], [-0.936, -1.039, -9.621], [0.358, -2.708, -10.091], [-0.133, -2.912, -11.044], [1.433, -3.501, -9.675], [1.785, -4.326, -10.299], [2.054, -3.232, -8.451], [2.894, -3.845, -8.119], [1.605, -2.182, -7.644], [2.099, -1.984, -6.688], [-1.597, -0.096, -6.904], [1.062, 0.276, -4.957], [0.370, -1.361, -4.289], [-0.975, -1.761, -4.401], [-1.723, -1.086, -4.824], [-1.367, -3.058, -4.046], [-2.410, -3.359, -4.166], [-0.431, -3.966, -3.548], [-0.738, -4.976, -3.269], [0.905, -3.571, -3.410], [1.647, -4.271, -3.023], [1.299, -2.283, -3.778], [2.345, -1.990, -3.685], [0.093, 1.783, -4.342], [-1.161, 1.699, -3.720], [-1.569, 0.725, -3.445], [-1.915, 2.849, -3.470], [-2.909, 2.759, -3.025], [-1.400, 4.110, -3.778], [-1.985, 5.010, -3.573], [-0.125, 4.210, -4.343], [0.297, 5.189, -4.572], [0.609, 3.059, -4.629], [1.584, 3.141, -5.115], [2.440, 0.442, -4.483], [1.669, 0.487, -1.726], [-0.102, 3.363, -0.385], [0.537, 2.168, 0.798], [-0.196, 2.545, 2.413], [2.335, 2.475, 0.976], [3.138, 1.192, 1.232], [2.086, -0.307, 1.274], [3.085, -1.657, 0.614], [1.762, -0.670, 3.022], [0.451, 3.287, -1.330], [-0.017, 4.373, 0.033], [-1.156, 3.140, -0.592], [-1.162, 2.033, 2.513], [0.460, 2.229, 3.231], [-0.358, 3.630, 2.467], [2.664, 2.962, 0.046], [2.459, 3.199, 1.792], [3.883, 1.031, 0.440], [3.675, 1.234, 2.193], [3.736, -2.053, 1.405], [2.424, -2.454, 0.249], [3.686, -1.289, -0.227], [2.705, -0.564, 3.580], [1.009, 0.007, 3.442], [1.398, -1.699, 3.110]],
  "lowdin_spin": [0.00, 0.00, 0.01, 0.00, 0.02, -0.02, 0.00, 0.00, 0.00, 0.00, 2.92, 0.00, 0.00, 0.00, 0.00, 0.00, 0.00, 0.00, 0.00, 0.00, 0.00, 0.00, 0.00, 0.00, 0.00, 0.00, 0.00, 0.00, 0.00, 0.00, 0.00, 0.00, 0.00, 0.00, 0.00, 0.00, 0.00, 0.00, 0.00, 0.00, 0.00, 0.00, 0.00, 0.00, 0.00, 0.00, 0.00, 0.00, 0.00, 0.00, 0.00, 0.00, 0.00, 0.00, 0.00, 0.00, 0.00, 0.00, 0.00, 0.07, 0.01, 0.00, -0.01, 0.00, 0.00, -0.02, 0.00, -0.01, 0.00, 0.00, 0.00, 0.00, 0.00, 0.00, 0.00, 0.00, 0.00, 0.00, 0.00, 0.00, 0.00, 0.00, 0.00, 0.00],
  "de_lowest_kcal_mol": 0.0,
  "charge": 1,
  "spin_multiplicity": 4
}


# 2
{
  "formula": "C35H43ClFeN2Si2",
  "method": "ωB97M-V/def2-TZVPD",
  "symbols": ["C", "C", "C", "H", "C", "C", "H", "H", "H", "H", "Fe", "Si", "C", "C", "H", "C", "H", "C", "H", "C", "H", "C", "H", "C", "C", "H", "C", "H", "C", "H", "C", "H", "C", "H", "H", "Si", "C", "C", "H", "C", "H", "C", "H", "C", "H", "C", "H", "C", "C", "H", "C", "H", "C", "H", "C", "H", "C", "H", "H", "Cl", "C", "N", "C", "C", "C", "N", "C", "C", "H", "H", "H", "H", "H", "H", "H", "H", "H", "H", "H", "H", "H", "H", "H", "H"],
  "positions_angstrom": [[-1.973, -0.641, 3.974], [-2.684, -0.021, 2.899], [-2.572, -0.867, 1.747], [-3.298, 0.877, 2.966], [-1.799, -2.019, 2.122], [-1.424, -1.872, 3.496], [-0.935, -2.628, 4.103], [-1.977, -0.315, 5.010], [-3.091, -0.715, 0.808], [-1.616, -2.902, 1.519], [-0.576, -0.233, 2.291], [1.879, 0.592, -0.630], [0.941, 2.167, -1.064], [1.552, 3.189, -1.807], [2.589, 3.071, -2.136], [0.833, 4.339, -2.140], [1.307, 5.099, -2.767], [-0.477, 4.510, -1.681], [-1.032, 5.414, -1.935], [-1.070, 3.537, -0.876], [-2.084, 3.649, -0.489], [-0.347, 2.386, -0.555], [-0.815, 1.669, 0.126], [0.592, -0.881, -0.910], [-0.882, -0.804, -0.840], [-1.427, 0.137, -0.736], [-1.624, -2.001, -1.202], [-2.712, -1.946, -1.351], [-0.998, -3.276, -1.000], [-1.599, -4.186, -1.063], [0.339, -3.309, -0.655], [0.775, -4.268, -0.365], [1.125, -2.164, -0.615], [2.168, -2.242, -0.297], [0.935, 0.214, 0.947], [-0.497, -1.307, -2.577], [0.106, -2.536, -3.902], [-0.661, -2.658, -5.075], [-1.547, -2.036, -5.221], [-0.275, -3.547, -6.087], [-0.879, -3.646, -6.990], [0.891, -4.303, -5.946], [1.185, -5.005, -6.731], [1.677, -4.161, -4.802], [2.590, -4.750, -4.682], [1.308, -3.256, -3.799], [1.978, -3.100, -2.953], [-0.773, 0.288, -3.638], [-1.966, 1.016, -3.638], [-2.822, 0.655, -3.068], [-2.064, 2.206, -4.376], [-3.002, 2.765, -4.392], [-0.962, 2.706, -5.078], [-1.026, 3.656, -5.619], [0.234, 1.985, -5.069], [1.114, 2.383, -5.571], [0.307, 0.757, -4.401], [1.226, 0.165, -4.466], [2.843, 0.976, 0.396], [3.211, 0.170, -2.143], [2.161, -1.691, 4.459], [1.115, -0.768, 4.874], [0.508, -1.196, 6.132], [1.580, 0.616, 4.937], [0.449, 1.601, 4.666], [0.094, 1.695, 3.220], [-1.045, 2.640, 3.101], [1.246, 2.304, 2.510], [1.716, -2.677, 4.278], [2.948, -1.788, 5.229], [2.622, -1.340, 3.526], [1.255, -1.230, 6.947], [-0.294, -0.507, 6.424], [0.090, -2.202, 6.007], [1.943, 0.842, 5.961], [2.416, 0.756, 4.237], [-0.449, 1.334, 5.243], [0.799, 2.594, 4.996], [-0.736, 3.632, 3.460], [-1.355, 2.718, 2.048], [-1.893, 2.293, 3.698], [2.112, 1.638, 2.526], [1.508, 3.259, 2.987], [0.989, 2.496, 1.467]],
  "lowdin_spin": [-0.03, 0.01, 0.01, 0.00, -0.01, 0.03, 0.00, 0.00, 0.00, 0.00, 2.10, 0.00, 0.00, 0.00, 0.00, 0.00, 0.00, 0.00, 0.00, 0.00, 0.00, 0.00, 0.01, 0.19, 0.34, 0.02, 0.17, 0.01, 0.30, 0.02, 0.12, 0.00, 0.33, 0.02, -0.02, 0.24, 0.06, 0.01, 0.00, 0.00, 0.00, 0.00, 0.00, 0.00, 0.00, 0.01, 0.00, 0.01, 0.01, 0.00, 0.00, 0.00, 0.01, 0.00, 0.00, 0.00, 0.01, 0.00, 0.00, 0.01, 0.00, 0.02, 0.00, 0.00, 0.00, -0.01, 0.00, 0.00, 0.00, 0.00, 0.00, 0.00, 0.00, 0.00, 0.00, 0.00, 0.00, 0.00, 0.00, 0.00, 0.00, 0.00, 0.00, 0.00],
  "de_lowest_kcal_mol": 73.5,
  "spin_multiplicity": 5
}